Record 1
The following is a DFT calculation (wB97M-V/def2-TZVPD) of a structure of composition C8H18F3I2OP2Ti.

XYZ file:
```
35
Properties=species:S:1:pos:R:3:forces:R:3:nbo_charge:R:1
I 0.263500 -0.514937 -5.211971 0.500 -2.192 -0.497 0.046
I -0.286100 1.858563 -4.583671 -0.495 2.107 0.818 0.036
Ti -0.000100 0.032463 0.001429 0.105 -6.264 -1.303 1.547
P -2.310400 -0.148937 -0.040471 -4.774 -0.095 0.033 0.666
C -3.290200 1.349763 0.348329 0.422 0.146 0.037 -0.909
C -2.976300 -0.684737 -1.660571 0.560 0.046 -0.127 -0.907
H -4.059900 -0.838337 -1.611671 0.222 0.038 0.135 0.286
H -4.056100 -1.515737 1.003029 0.221 0.115 -0.162 0.282
H -2.477200 -1.616037 -1.940271 -0.206 -0.014 -0.142 0.253
H -2.472300 -2.352837 0.911729 -0.202 -0.067 0.111 0.254
H -3.037600 2.141963 -0.361571 -0.125 -0.032 0.024 0.254
H -2.746600 0.074463 -2.413071 -0.085 -0.089 -0.033 0.264
C -2.972600 -1.403237 1.118729 0.525 -0.092 0.170 -0.898
H -4.364000 1.142263 0.295329 0.222 -0.088 -0.028 0.281
H -2.741800 -1.102937 2.144329 -0.156 -0.136 -0.190 0.276
H -3.036300 1.697863 1.353229 -0.101 -0.041 -0.063 0.265
P 2.315300 -0.067937 -0.033371 4.777 0.069 0.053 0.666
C 3.241100 1.463163 0.361129 -0.430 0.137 0.039 -0.909
C 3.017200 -1.300737 1.125529 -0.524 -0.109 0.167 -0.898
H 2.540300 -1.525537 -1.934571 0.204 0.004 -0.144 0.253
H 4.092900 -0.691637 -1.600571 -0.222 0.036 0.135 0.286
H 2.749600 0.174163 -2.404471 0.092 -0.099 -0.038 0.263
C 3.004600 -0.577137 -1.652271 -0.559 0.027 -0.121 -0.906
H 2.549000 -2.266137 0.916729 0.204 -0.063 0.112 0.253
H 4.104000 -1.376837 1.011429 -0.223 0.107 -0.162 0.282
H 4.321600 1.292663 0.313829 -0.217 -0.095 -0.030 0.281
H 2.970100 1.801963 1.364929 0.104 -0.040 -0.068 0.265
H 2.774900 -1.009437 2.151029 0.160 -0.129 -0.188 0.276
H 2.965200 2.246763 -0.349771 0.127 -0.028 0.027 0.254
C -0.032100 1.795063 0.456229 -0.205 11.167 3.073 0.257
O -0.052800 2.928163 0.748929 0.093 -5.092 -1.324 -0.253
F 0.021700 -1.563737 2.493029 -0.028 1.837 -0.443 -0.300
C 0.000800 -0.218237 2.179629 -0.013 0.682 0.847 0.572
F -1.111100 0.370563 2.748129 1.220 -0.859 -0.357 -0.319
F 1.091700 0.405263 2.751629 -1.191 -0.894 -0.361 -0.319
```
Positions in Å, forces in eV/Å.

**Energy relative to the best compared isomer or geometry (same formula, charge and spin)**: 184.7 kJ/mol
**Multiplicity**: 2
**Expectation value of S²**: 0.759
**Charge**: +2
**E_HOMO (spin up / spin down)**: -14.667 / -14.667 eV
**Kohn-Sham gap (spin up / spin down)**: 4.31 / 4.57 eV



Record 2
The following is a DFT calculation (wB97M-V/def2-TZVPD) of a cluster of 2 separate species, C4H13NOS in total.

XYZ file:
```
20
Properties=species:S:1:pos:R:3:forces:R:3:nbo_charge:R:1
C 1.727211 0.591971 -2.102147 0.443 1.850 0.541 -0.418
N 0.668073 0.887535 -1.135029 -0.178 -0.050 -0.669 -0.633
C 0.767692 0.222726 0.156377 1.173 0.478 -0.089 -0.075
C 0.955717 -1.271442 0.057064 0.511 -0.895 0.264 -0.644
C -0.463702 0.656013 0.920166 -0.395 0.854 1.024 -0.494
S -0.714940 0.119918 2.680287 0.496 -0.706 -0.486 -0.068
H 1.671278 -0.341306 -2.606266 0.146 -1.474 0.056 0.164
H 1.590557 1.280956 -2.954415 0.422 0.204 0.554 0.206
H 2.726019 0.748427 -1.588690 -1.039 -0.236 -0.883 0.197
H -0.226455 0.676455 -1.574464 0.051 0.081 0.147 0.364
H 1.675064 0.675452 0.655715 -0.833 -0.484 -0.318 0.193
H 1.499046 -1.665167 0.919725 -0.076 0.027 0.046 0.220
H 0.012276 -1.788436 0.034545 -0.674 -0.248 -0.019 0.194
H 1.507405 -1.631143 -0.823835 -0.021 0.500 0.198 0.217
H -0.365879 1.754036 1.045977 -0.201 -0.552 -0.069 0.242
H -1.404076 0.508869 0.369660 0.371 -0.286 -0.010 0.202
H -0.430686 -1.232124 2.647486 -0.219 0.970 -0.325 0.126
O -1.904178 -0.733514 -2.626523 0.288 -0.345 0.575 -0.927
H -1.145601 -1.331889 -2.602294 0.036 0.083 -0.377 0.466
H -2.276318 -0.905506 -1.750759 -0.302 0.228 -0.160 0.467
```
Positions in Å, forces in eV/Å.

**Energy relative to the best compared isomer or geometry (same formula, charge and spin)**: 91.9 kJ/mol
**Charge**: 0
**E_HOMO**: -8.918 eV
**SMILES**: CN[C@H](C)CS.O
**Kohn-Sham gap**: 9.50 eV



Record 3
The following is a DFT calculation (wB97M-V/def2-TZVPD) of a cluster of 2 separate species, C2H8N2O in total.

XYZ file:
```
13
Properties=species:S:1:pos:R:3:forces:R:3:nbo_charge:R:1
N -1.047083 -1.463363 0.303725 2.143 2.575 -1.638 -0.865
C -0.550518 -2.697205 0.075880 1.410 0.760 -0.630 0.519
O 0.356302 -2.920519 -0.742171 -2.007 -0.314 1.550 -0.618
H -0.373325 -0.675765 -0.188941 -2.045 -1.837 1.798 0.435
H -1.497400 -1.302266 1.204787 0.248 0.087 -0.600 0.384
H -1.070146 -3.332206 0.801057 0.398 -1.408 -0.384 0.097
C 0.936437 2.100747 0.209872 -4.669 -1.583 0.488 -0.406
N 0.268520 1.040319 -0.703383 -0.904 0.720 3.673 -0.828
H 0.692424 1.768392 1.242958 0.244 0.517 -0.553 0.193
H 1.927480 1.967515 0.063506 3.176 0.031 -0.448 0.197
H 0.564220 3.126232 0.050428 0.342 -0.409 -0.040 0.185
H 0.548873 1.266269 -1.578685 1.137 0.464 -3.534 0.352
H -0.755785 1.121851 -0.739030 0.527 0.397 0.317 0.355
```
Positions in Å, forces in eV/Å.

**Energy relative to the best compared isomer or geometry (same formula, charge and spin)**: 166.8 kJ/mol
**Charge**: 0
**E_HOMO**: -9.520 eV
**SMILES**: NC=O.CN
**Kohn-Sham gap**: 10.36 eV